--- A ---
12
Properties=species:S:1:pos:R:3:nbo_charge:R:1 method="wB97M-V/def2-TZVPD" gap_ev=9.553 e_homo_ev=-8.87 molar_mass_g_mol=82.1
C 2.4806 0.0835 0.2319 -0.550
C 1.3105 -0.3207 -0.1848 0.299
N 0.5655 -1.0287 -0.9118 -0.256
N -0.5123 -1.5218 -0.3612 -0.213
C -1.2225 -0.6517 0.3114 0.073
C -1.5989 0.7376 -0.1319 -0.694
H 2.6420 1.1039 0.5400 0.228
H 3.3375 -0.5739 0.2184 0.237
H -1.9281 -1.1148 0.9955 0.181
H -2.6547 0.9158 0.0707 0.229
H -1.0045 1.4710 0.4152 0.229
H -1.4151 0.8998 -1.1934 0.237


--- B ---
12
Properties=species:S:1:pos:R:3:nbo_charge:R:1 method="wB97M-V/def2-TZVPD" smiles="N=C1CC1.C#N" gap_ev=10.045 e_homo_ev=-8.98 molar_mass_g_mol=82.1
N -1.7763 -0.0516 0.3971 -0.623
C -0.5580 -0.2351 0.3986 0.318
C 0.7646 -0.5289 -0.2041 -0.469
C 0.4767 -0.9973 1.2363 -0.507
H -2.1504 -0.4154 1.3795 0.339
H 1.4678 0.2110 -0.4499 0.268
H 0.7396 -1.1389 -1.1357 0.227
H 0.0482 -1.8722 1.4579 0.213
H 1.0661 -0.4231 2.0246 0.231
C -0.0178 1.9354 -1.7630 0.084
N 1.0163 1.9833 -1.2365 -0.361
H -1.0768 1.5328 -2.1047 0.279


A is favored, and the nearest alternative lies 0.0085 hartree above it.


--- A ---
17
Properties=species:S:1:pos:R:3:nbo_charge:R:1 method="wB97M-V/def2-TZVPD" smiles="CNC(C)=O.N#CN" gap_ev=10.503 e_homo_ev=-9.70 molar_mass_g_mol=115.1
C -2.2538 -1.0863 0.2422 -0.420
N -1.0383 -0.9442 -0.5284 -0.611
C -0.2690 0.2104 -0.4802 0.699
C 0.7347 0.3160 -1.6071 -0.725
O -0.6250 1.1654 0.2058 -0.667
H -2.3696 -2.1143 0.5891 0.202
H -3.1320 -0.8234 -0.3507 0.190
H -2.1978 -0.4104 1.0933 0.232
H -0.9956 -1.5048 -1.3677 0.389
H 0.3454 -0.1194 -2.5244 0.224
H 1.6193 -0.2672 -1.3511 0.259
H 1.0559 1.3459 -1.7428 0.241
N 2.4705 -0.8659 1.0854 -0.411
C 2.0493 0.2128 1.2331 0.415
N 1.7593 1.4398 1.6231 -0.870
H 2.0203 1.7150 2.5573 0.409
H 0.8264 1.7307 1.3231 0.444


--- B ---
17
Properties=species:S:1:pos:R:3:nbo_charge:R:1 method="wB97M-V/def2-TZVPD" gap_ev=8.716 e_homo_ev=-8.01 molar_mass_g_mol=115.1
C 0.3887 1.2683 -0.5120 -0.390
C -0.4588 -0.7848 0.9497 0.059
C 0.5822 -0.8060 0.1652 0.279
N -1.0310 -1.6899 1.8080 -0.792
N 1.3940 -1.3365 -0.7207 -0.762
N 0.1895 0.9326 -1.9238 -0.888
C -0.9493 0.6558 0.9315 0.337
O -0.9403 1.3301 1.9752 -0.667
H -1.4189 -1.2421 2.6301 0.405
H -0.5130 -2.5334 2.0032 0.386
H 1.0065 -1.3669 -1.6672 0.416
H 2.3909 -1.1843 -0.6142 0.398
H 0.4122 1.7067 -2.5442 0.359
H -0.7855 0.7223 -2.1186 0.350
H -1.7366 0.7636 0.1588 0.129
H 1.4536 1.3041 -0.2739 0.178
H 0.0158 2.2606 -0.2471 0.203


--- C ---
17
Properties=species:S:1:pos:R:3:nbo_charge:R:1 method="wB97M-V/def2-TZVPD" gap_ev=8.945 e_homo_ev=-8.11 molar_mass_g_mol=115.1
C 1.9512 -1.3802 1.1318 -0.405
N 0.9669 -0.6950 0.3462 -0.432
N 0.2502 -1.4217 -0.4388 -0.199
C -0.8726 -1.0974 -0.8831 -0.035
C -1.5859 0.1668 -0.6341 -0.555
C -0.7508 1.3225 -1.1356 0.067
N -0.2792 2.3235 -0.5133 -0.134
O -0.4300 2.1069 0.8834 -0.612
H 2.9161 -0.8104 1.1289 0.191
H 1.6647 -1.6142 2.1768 0.181
H 2.1441 -2.3055 0.6538 0.219
H 0.6333 0.2320 0.6274 0.370
H -1.3200 -1.8350 -1.5381 0.184
H -1.8319 0.3856 0.4112 0.244
H -2.4905 0.1820 -1.2139 0.239
H -0.7334 1.4515 -2.1970 0.194
H -0.2321 2.9886 1.1944 0.484


--- D ---
17
Properties=species:S:1:pos:R:3:nbo_charge:R:1 method="wB97M-V/def2-TZVPD" gap_ev=7.176 e_homo_ev=-6.52 molar_mass_g_mol=115.1
C 0.0284 -1.6342 0.8403 -0.648
C -0.8839 0.5917 -0.1916 -0.070
C -0.0208 1.5792 0.2278 0.344
C 0.0812 -0.5549 -0.2313 0.324
N 1.1658 0.6079 0.2979 -0.614
N 0.3662 -1.0822 -1.4805 -0.839
O -2.1684 0.6195 -0.7089 -0.693
N 0.1979 2.8063 0.5237 -0.864
H -2.8072 0.3765 -0.0261 0.470
H 1.8913 0.8322 -0.3816 0.404
H 1.5784 0.5348 1.2279 0.400
H 1.0095 -1.8539 -1.5652 0.379
H 0.1952 -0.4837 -2.2726 0.400
H -0.6359 3.3771 0.4442 0.352
H -0.1157 -1.1904 1.8220 0.221
H -0.8176 -2.2855 0.6276 0.233
H 0.9357 -2.2404 0.8462 0.201


A is favored, and the nearest alternative lies 0.0862 hartree above it.


--- A ---
17
Properties=species:S:1:pos:R:3:nbo_charge:R:1 method="wB97M-V/def2-TZVPD" gap_ev=8.637 e_homo_ev=-8.37 molar_mass_g_mol=115.1
C 2.4842 -1.4125 -0.5438 -0.402
C 1.0865 0.3091 -0.1244 0.301
C -0.9266 0.7705 0.5384 0.521
C -2.1259 1.6567 1.0414 -0.655
H 3.0198 -1.6405 0.6136 0.180
H 3.1028 -0.4762 -0.8312 0.165
H 2.6098 -2.6036 -1.2043 0.209
H 2.2064 0.4727 -0.5694 0.109
H -2.0274 2.6455 0.4741 0.245
H -3.0387 1.3864 0.8503 0.202
H -1.7386 1.9149 2.1119 0.243
H -2.6546 -0.0358 -0.1854 0.369
H -0.5810 -1.8303 -0.9616 0.508
N 1.2154 -1.0066 -0.2287 -0.575
N 0.2501 1.1351 0.2671 -0.549
N -1.6221 -0.3350 -0.0421 -0.305
O -1.2600 -0.9504 -1.2058 -0.565


--- B ---
17
Properties=species:S:1:pos:R:3:nbo_charge:R:1 method="wB97M-V/def2-TZVPD" gap_ev=9.940 e_homo_ev=-9.32 molar_mass_g_mol=115.1
C -0.7688 -1.5479 -0.9125 -0.656
C 0.1179 -0.4111 -0.4672 0.216
N 1.3593 -0.4509 -0.8705 -0.277
N 2.2360 0.4835 -0.4579 -0.671
C -0.5187 0.6274 0.4528 0.105
C -1.4070 0.1162 1.5629 -0.651
N -0.3969 1.9200 0.3455 -0.076
O 0.3846 2.3513 -0.7359 -0.580
H -0.5278 -1.8266 -1.9420 0.245
H -1.8255 -1.2778 -0.8647 0.220
H -0.5801 -2.4098 -0.2637 0.230
H 2.6274 0.2334 0.4571 0.373
H 3.0578 0.4521 -1.0772 0.374
H -0.8412 0.0670 2.4954 0.228
H -1.8222 -0.8691 1.3466 0.217
H -2.2476 0.8072 1.6942 0.240
H 1.1528 1.7350 -0.7627 0.464


B is favored, and the nearest alternative lies 0.1630 hartree above it.